[1]
Below is an isolated molecule of C6H13NO2, with properties calculated with ωB97M-V with the def2-TZVPD basis set.

Last column: Löwdin charge in e.
CARTESIAN COORDINATES (ANGSTROEM)
C: 0.21 -1.14 0.38  -0.085
C: -2.50 -0.85 0.47  -0.137
H: 0.75 -1.66 1.18  0.110
C: 0.88 0.13 -0.06  -0.455
H: -3.08 0.08 0.51  0.082
H: -1.11 0.01 1.79  0.111
C: 1.57 0.90 1.06  -0.044
H: 2.40 1.54 0.74  0.087
C: 1.83 -0.08 -1.25  -0.046
H: 1.96 0.25 1.86  0.083
H: -2.46 -1.21 -0.56  0.076
C: -0.46 0.96 -0.55  -0.476
H: 2.14 0.89 -1.66  0.093
H: 2.72 -0.63 -0.93  0.091
O: -0.67 2.12 -0.25  0.066
H: 0.94 1.60 1.61  0.080
H: -1.31 1.27 -2.19  0.134
H: -3.04 -1.58 1.08  0.065
O: -0.91 0.49 -1.75  0.065
H: -0.05 -1.82 -0.44  0.121
H: 1.36 -0.65 -2.05  0.080
N: -1.17 -0.64 1.01  -0.100

SMILES string   CNCC(C)(C)C(=O)O
2S+1   1

[2]
Below is a cluster of 2 separate species, C6H19N2O in total, with properties calculated with ωB97M-V with the def2-TZVPD basis set.

Last column: Löwdin charge in e.
CARTESIAN COORDINATES (ANGSTROEM)
H: -0.03 -0.27 1.52  0.126
H: -1.90 0.70 0.66  0.088
C: 0.43 0.98 -0.24  -0.272
H: -0.86 0.18 -1.90  0.128
H: -1.74 -2.29 -0.01  0.051
H: -3.75 -0.33 -1.21  0.110
H: 1.44 -0.53 0.95  0.108
C: -3.10 -0.54 -0.36  -0.233
C: 0.77 0.35 1.11  -0.224
H: -0.42 -1.04 -0.72  0.097
H: 2.91 -1.74 -1.04  0.090
C: 1.60 1.26 1.98  -0.082
H: -3.60 -0.21 0.59  0.116
H: 2.44 0.79 2.47  0.081
C: -2.78 -2.00 -0.06  -0.091
H: 1.65 2.24 -1.33  0.173
H: 2.06 2.13 1.51  0.079
H: -3.31 -2.32 0.85  0.079
H: -3.22 -2.59 -0.87  0.074
C: -0.62 0.02 -0.83  -0.201
O: 3.25 -0.91 -0.64  -0.048
H: 0.93 1.60 2.78  0.088
H: 2.46 0.90 -0.60  0.130
H: 4.01 -0.62 -1.16  0.079
N: 1.62 1.24 -1.13  0.220
N: -1.95 0.42 -0.31  -0.087
H: -0.06 1.96 -0.07  0.163
H: 1.75 0.62 -1.93  0.160

2S+1   1
Total charge   +1

[3]
Below is an isolated molecule of CH4N2O2S, with properties calculated with ωB97M-V with the def2-TZVPD basis set.

Last column: Löwdin charge in e.
CARTESIAN COORDINATES (ANGSTROEM)
H: -1.17 -1.14 1.02  0.041
N: 3.00 0.83 0.01  -0.163
O: 1.45 0.45 -0.10  -0.472
S: 0.99 -1.14 0.23  0.833
H: 2.73 1.70 -0.61  0.205
C: -0.76 -0.53 0.21  -0.196
H: -0.99 -0.60 -0.80  0.023
H: -0.81 0.48 0.60  0.043
N: 3.81 0.27 0.56  0.165
O: 1.10 -1.97 -0.92  -0.480

2S+1   1

[4]
Below is an isolated molecule of C12H14F6O4, with properties calculated with ωB97M-V with the def2-TZVPD basis set.

Last column: Löwdin charge in e.
CARTESIAN COORDINATES (ANGSTROEM)
C: 2.50 3.22 0.56  -0.093
H: 1.50 2.37 -1.44  0.109
O: 2.69 5.80 0.61  -0.036
F: 0.99 -4.76 -1.43  0.014
H: 0.62 1.29 1.73  0.132
H: 2.75 0.20 0.70  0.137
C: 2.21 4.74 -0.08  -0.269
F: -4.28 -0.21 -0.78  -0.110
C: 2.28 2.08 -0.60  -0.204
F: -1.61 -3.90 -1.68  0.021
C: 0.55 -3.73 -0.41  -0.117
H: -4.48 -2.22 -1.50  0.162
C: -0.85 -1.48 1.27  -0.215
F: 0.14 -4.54 0.78  0.039
H: -3.00 -1.32 -2.24  0.155
C: -2.86 0.27 2.83  0.084
C: -3.59 -1.47 -1.24  -0.109
C: 0.50 0.52 0.83  -0.195
C: -1.37 -1.73 -0.25  -0.139
H: -0.80 -2.47 1.93  0.185
O: 0.44 -0.81 1.43  -0.165
H: 0.63 4.40 -1.32  0.128
H: 3.32 1.98 -1.17  0.133
H: -0.45 0.86 0.24  0.132
H: 1.81 -0.21 -0.90  0.111
C: -0.64 -2.89 -1.12  -0.107
H: -3.43 0.68 3.80  0.067
H: 3.65 3.24 0.85  0.142
C: -2.04 -0.57 2.02  -0.008
F: -0.04 -2.23 -2.34  -0.005
H: -1.37 -0.74 -0.92  0.177
C: 1.91 0.59 -0.05  -0.160
H: 1.87 3.07 1.54  0.118
O: 1.46 4.98 -1.32  -0.018
F: 1.81 -2.93 -0.16  0.031
O: -2.82 -2.10 -0.15  -0.127

SMILES string   C#C[C@H](OCCCCC(=O)O)[C@H](OCF)C(F)(F)C(F)(F)F
2S+1   1

Q: Which calculated total energy values were calculated for the entries above? A: -441.61612 -424.46027 -698.52538 -1365.36347, in Eh.
Q: Which max |F| values were calculated for the entries above? A: 3.99 3.36 3.70 10.15, in eV Å⁻¹.